Here is the ion C6H14IN2 with charge +1 at a distorted geometry from the Open Molecules 2025 dataset. Energies are from ωB97M-V/def2-TZVPD.

```
23
Properties=species:S:1:pos:R:3:forces:R:3
C 0.5461 0.3951 -0.3517 -0.4 -1.4 -1.2
C -1.3703 -1.7841 -1.1655 -1.1 -1.4 -2.7
C -1.8562 -1.9835 1.2676 -1.1 -0.8 -1.3
C 2.3099 1.6787 -1.1692 1.2 1.3 0.7
C 1.5228 2.0577 1.1494 -0.5 -0.8 1.2
C -1.5013 -1.0135 0.0638 2.1 -3.7 3.1
N 1.4267 1.3457 -0.0728 -0.6 -0.9 0.3
N -0.2774 -0.3602 0.4027 1.4 3.4 1.8
I -3.2404 0.4211 -0.1807 -2.3 1.9 -0.3
H 0.6285 0.0650 -1.3616 -0.2 -0.2 -0.8
H -1.6683 -1.1475 -2.0336 1.1 -0.4 0.0
H -2.0314 -2.7002 -1.3681 0.5 1.5 1.1
H -0.3755 -2.2346 -1.1606 0.2 0.4 -0.8
H -2.4297 -1.4737 2.0406 0.0 0.0 0.2
H -2.4924 -2.8774 0.8785 1.0 1.8 0.6
H -0.9736 -2.4443 1.7219 0.0 0.3 -0.1
H 1.6908 2.1232 -1.8718 -0.8 1.3 -1.7
H 3.1930 2.3522 -0.9677 -1.3 -0.8 0.4
H 2.6608 0.7993 -1.6015 0.9 -1.5 -0.6
H 2.5081 1.8687 1.5770 -0.2 0.5 0.3
H 1.2262 3.0729 1.0530 0.6 1.3 -0.5
H 0.7238 1.7360 1.8137 0.3 -0.5 0.4
H -0.2203 0.1032 1.3365 -0.8 -1.3 -0.3
```
Positions in Å, forces in eV/Å.

## Properties
Net charge = +1
Gap between HOMO and LUMO (alpha / beta) = 6.62 / 6.33 eV
LUMO energy (alpha / beta) = -2.96 / -7.20 eV
E = -643.8085 a.u.
Energy above the lowest of the compared OMol25 structures with the same formula, charge and spin = 0.000 eV
2S+1 = 3

***

Here is a structure of composition C6H14MnO3 at a distorted geometry from the Open Molecules 2025 dataset. Energies are from ωB97M-V/def2-TZVPD.

```
24
Properties=species:S:1:pos:R:3:forces:R:3
H -0.9174 -3.2521 1.3884 0.1 0.2 0.2
C -0.8401 -2.2190 1.7454 -0.1 -1.9 1.9
H -0.7999 -2.1340 2.8347 0.0 -0.2 0.0
H -1.7007 -1.6356 1.4033 0.9 0.3 -0.4
H 0.5581 -2.0894 1.6667 -2.2 0.4 -0.4
C 0.6504 3.8458 0.1921 0.0 1.3 0.0
O 0.6484 2.4228 0.2053 0.7 -0.8 0.3
C -0.2762 1.7776 -0.6895 -0.4 1.0 -0.6
C -0.2766 0.2933 -0.3860 -2.5 0.9 -2.9
O -0.3176 -0.3567 -1.6346 0.9 1.1 1.5
C -0.3350 -1.7542 -1.4934 0.1 -1.0 -0.1
C 0.7994 -2.0958 -0.5419 -0.3 -0.5 -0.2
O 0.5102 -1.2281 0.6181 3.0 0.5 0.2
H 1.4411 4.1716 0.8746 -0.3 0.0 -0.2
H 0.8578 4.2050 -0.8247 -0.1 -0.1 0.3
H -0.3308 4.2009 0.5338 0.3 0.0 -0.1
H -0.0081 2.0135 -1.7289 0.1 -0.2 0.3
H -1.2653 2.2030 -0.4682 0.1 -0.1 -0.1
H -1.2225 0.1239 0.1580 0.8 -0.5 0.4
H -0.1225 -2.2090 -2.4680 -0.4 0.2 0.2
H -1.3066 -2.0738 -1.0821 0.3 -0.1 -0.3
H 1.7801 -1.9700 -1.0077 0.0 0.6 0.4
H 0.8062 -3.1347 -0.1981 -0.3 0.2 -0.1
Mn 1.6678 0.8949 0.9026 -0.7 -1.2 -0.3
```
Positions in Å, forces in eV/Å.

## Properties
Net charge = +2
Gap between HOMO and LUMO (alpha / beta) = 6.75 / 6.72 eV
LUMO energy (alpha / beta) = -9.72 / -9.69 eV
E = -1612.7999 a.u.
Energy above the lowest of the compared OMol25 structures with the same formula, charge and spin = 3.873 eV
2S+1 = 6

***

Here is a structure of composition C6H14N2 at a distorted geometry from the Open Molecules 2025 dataset. Energies are from ωB97M-V/def2-TZVPD.

```
22
Properties=species:S:1:pos:R:3:forces:R:3
C -1.5828 0.8549 0.1388 1.3 -1.1 0.6
C -1.3857 1.4884 -1.1825 1.9 -1.6 -1.8
C -0.2268 0.3915 0.8783 -1.3 2.7 1.3
N -0.5218 -0.3808 2.0161 0.1 -0.2 -0.4
C 0.8354 1.2309 0.8961 -0.3 -0.8 -0.3
H 0.2644 -0.5685 2.6176 0.0 -0.1 0.0
H -1.0857 -1.2001 1.8415 0.0 0.0 0.1
H -2.1987 -0.0425 0.0406 -0.2 0.0 0.1
H -2.0280 1.5113 0.8860 -0.1 -0.1 0.1
H 1.0075 1.9232 0.0899 -0.1 0.2 -0.1
H 1.5968 1.1680 1.6598 0.1 -0.1 0.1
H -1.0045 2.5036 -1.1492 0.0 0.1 0.0
H -0.5045 0.5859 -1.7835 -2.0 2.5 1.1
H -2.2211 1.3819 -1.8683 -0.3 0.2 0.2
C 1.6289 -1.7405 -0.0967 -0.1 0.4 0.4
C 0.3930 -1.1672 -0.7255 1.0 -0.5 -3.2
N 0.4129 -0.4542 -1.8309 0.3 -1.8 1.3
H 1.3267 -0.0398 -2.0162 0.1 0.0 0.2
H -0.5137 -1.7563 -0.5945 -0.3 0.4 0.4
H 1.4561 -1.9520 0.9572 0.1 0.0 0.1
H 2.4687 -1.0532 -0.1904 0.0 0.0 0.0
H 1.8829 -2.6843 -0.5842 -0.1 0.0 -0.1
```
Positions in Å, forces in eV/Å.

## Properties
Gap between HOMO and LUMO (alpha / beta) = 8.13 / 8.14 eV
LUMO energy (alpha / beta) = 0.49 / 0.49 eV
E = -346.3920 a.u.
Energy above the lowest of the compared OMol25 structures with the same formula, charge and spin = 3.679 eV
2S+1 = 1

***

Here is a structure of composition C6H14N2 at a distorted geometry from the Open Molecules 2025 dataset. Energies are from ωB97M-V/def2-TZVPD.

```
22
Properties=species:S:1:pos:R:3:forces:R:3
C 2.2898 -0.2130 0.4052 2.9 -4.1 3.3
N 1.7990 -0.4542 1.6500 0.1 2.2 -4.1
C -1.5524 -0.4465 0.9472 0.0 0.7 1.0
C -2.8861 0.1857 0.7705 -0.2 -1.5 -1.4
C -3.6317 -0.0211 -0.3620 -1.7 2.7 0.7
C -3.5358 -0.7770 -1.5337 0.0 -1.5 1.8
C 3.5200 0.6664 0.1025 -1.4 1.1 -0.3
N 3.3518 1.0447 -1.2739 0.3 1.0 -0.7
H 1.5893 0.5533 1.1483 -0.8 1.3 2.6
H 2.2782 -1.0593 -0.2732 -0.5 -0.2 -1.0
H -1.3631 -0.6412 2.0137 0.1 0.0 -0.4
H -1.5234 -1.3708 0.3883 0.1 -0.2 -0.2
H -0.7420 0.2096 0.6010 -0.2 -0.2 0.0
H -2.0285 -0.7560 -2.8812 0.0 1.3 -0.9
H -3.4662 0.6479 1.5739 0.7 0.1 -0.1
H -4.5560 0.5627 -0.2567 -0.3 -0.3 0.0
H -4.3754 -1.1155 -2.1004 -0.5 0.8 -0.7
H -2.5793 -0.8094 -2.1397 1.8 -1.9 0.3
H 4.4732 0.1819 0.3350 -0.3 -0.8 0.0
H 3.5412 1.5623 0.7301 -0.3 0.0 0.1
H 2.8942 0.3784 -1.8711 0.2 -0.2 0.0
H 4.1502 1.4734 -1.7270 -0.2 -0.3 0.1
```
Positions in Å, forces in eV/Å.

## Properties
Gap between HOMO and LUMO = 5.80 eV
LUMO energy = -1.27 eV
E = -346.1136 a.u.
Energy above the lowest of the compared OMol25 structures with the same formula, charge and spin = 11.253 eV
2S+1 = 1

***

Please write out number 4 again, unchanged.
Here is a structure of composition C6H14N2 at a distorted geometry from the Open Molecules 2025 dataset. Energies are from ωB97M-V/def2-TZVPD.

```
22
Properties=species:S:1:pos:R:3:forces:R:3
C 2.2898 -0.2130 0.4052 2.9 -4.1 3.3
N 1.7990 -0.4542 1.6500 0.1 2.2 -4.1
C -1.5524 -0.4465 0.9472 0.0 0.7 1.0
C -2.8861 0.1857 0.7705 -0.2 -1.5 -1.4
C -3.6317 -0.0211 -0.3620 -1.7 2.7 0.7
C -3.5358 -0.7770 -1.5337 0.0 -1.5 1.8
C 3.5200 0.6664 0.1025 -1.4 1.1 -0.3
N 3.3518 1.0447 -1.2739 0.3 1.0 -0.7
H 1.5893 0.5533 1.1483 -0.8 1.3 2.6
H 2.2782 -1.0593 -0.2732 -0.5 -0.2 -1.0
H -1.3631 -0.6412 2.0137 0.1 0.0 -0.4
H -1.5234 -1.3708 0.3883 0.1 -0.2 -0.2
H -0.7420 0.2096 0.6010 -0.2 -0.2 0.0
H -2.0285 -0.7560 -2.8812 0.0 1.3 -0.9
H -3.4662 0.6479 1.5739 0.7 0.1 -0.1
H -4.5560 0.5627 -0.2567 -0.3 -0.3 0.0
H -4.3754 -1.1155 -2.1004 -0.5 0.8 -0.7
H -2.5793 -0.8094 -2.1397 1.8 -1.9 0.3
H 4.4732 0.1819 0.3350 -0.3 -0.8 0.0
H 3.5412 1.5623 0.7301 -0.3 0.0 0.1
H 2.8942 0.3784 -1.8711 0.2 -0.2 0.0
H 4.1502 1.4734 -1.7270 -0.2 -0.3 0.1
```
Positions in Å, forces in eV/Å.

## Properties
Gap between HOMO and LUMO = 5.80 eV
LUMO energy = -1.27 eV
E = -346.1136 a.u.
Energy above the lowest of the compared OMol25 structures with the same formula, charge and spin = 11.253 eV
2S+1 = 1

***

Q: Among the records above, which one has the lowest energy above the lowest of the compared OMol25 structures with the same formula, charge and spin?
A: C6H14IN2